(1)
27
Properties=species:S:1:pos:R:3 method="wB97M-V/def2-TZVPD" lumo_ev=0.8 e_homo_ev=-9.88 smiles="C1CCCCC1.CC(N)=O" orbital_gap_ev=10.65 spin_multiplicity=1 energy_ha=-445.04502
C 1.190 -2.451 0.397
C 0.898 -1.263 -0.523
C 0.670 -2.189 1.812
C 1.489 0.028 0.047
C 1.261 -0.898 2.382
C 0.969 0.290 1.462
H 2.284 -2.610 0.440
H 0.732 -3.372 -0.013
H -0.198 -1.145 -0.618
H 1.305 -1.455 -1.534
H 0.914 -3.044 2.472
H -0.432 -2.094 1.777
H 1.245 0.883 -0.613
H 2.591 -0.067 0.082
H 2.357 -1.016 2.477
H 0.854 -0.706 3.393
H 1.427 1.211 1.872
H -0.125 0.449 1.418
O -2.995 1.144 -0.585
C -2.424 1.910 -1.348
N -1.994 3.144 -0.948
C -2.137 1.579 -2.796
H -1.516 3.783 -1.588
H -2.161 3.422 0.022
H -2.520 0.570 -3.020
H -1.052 1.596 -2.996
H -2.630 2.300 -3.470


(2)
37
Properties=species:S:1:pos:R:3 method="wB97M-V/def2-TZVPD" lumo_ev=0.1 e_homo_ev=-8.67 smiles="Cc1ccc(N(C)S(=O)(=O)c2csc(C(N)=O)c2)cc1C" orbital_gap_ev=8.73 spin_multiplicity=1 energy_ha=-1674.69986
C -1.041 -0.384 5.439
C -0.836 -0.389 3.955
C -0.552 -1.574 3.291
C -0.346 -1.603 1.925
C -0.439 -0.426 1.195
C -0.741 0.761 1.845
C -0.928 0.797 3.219
C -1.235 2.096 3.898
H -0.473 2.326 4.642
H -2.195 2.045 4.411
H -1.267 2.905 3.174
H -0.818 1.667 1.263
N -0.202 -0.456 -0.203
S 0.507 0.907 -0.871
O 1.485 1.410 0.041
O -0.477 1.812 -1.402
C 1.352 0.158 -2.252
C 2.411 -0.687 -2.110
S 2.996 -1.238 -3.618
C 1.802 -0.309 -4.463
C 0.999 0.380 -3.595
H 0.180 1.025 -3.858
C 1.805 -0.395 -5.937
O 2.529 -1.165 -6.531
N 0.938 0.433 -6.566
H 0.390 1.116 -6.077
H 0.927 0.429 -7.573
H 2.864 -0.995 -1.190
C -1.246 -1.014 -1.035
H -1.651 -1.903 -0.556
H -0.814 -1.287 -1.998
H -2.051 -0.290 -1.199
H -0.110 -2.529 1.422
H -0.480 -2.493 3.855
H -0.933 -1.386 5.847
H -0.314 0.268 5.923
H -2.034 -0.012 5.689


(3)
27
Properties=species:S:1:pos:R:3 method="wB97M-V/def2-TZVPD" lumo_ev=0.9 e_homo_ev=-8.92 smiles=c1cc2c(cn1)[C@H]1NCC[C@H]1CC2 orbital_gap_ev=9.81 spin_multiplicity=1 energy_ha=-536.99683
C 2.391 -1.367 -0.369
C 2.747 0.067 0.149
C 1.322 0.491 0.631
C 0.830 1.454 -0.401
C -0.620 1.938 -0.159
C -1.527 0.757 0.034
C -2.909 0.914 -0.099
C -3.675 -0.268 -0.066
C -1.913 -1.695 0.051
C -0.988 -0.535 0.309
C 0.395 -0.802 0.539
H 3.075 -1.575 -1.246
H 2.804 -2.112 0.409
H 3.640 0.410 0.827
H 2.898 0.877 -0.611
H 1.359 0.874 1.692
H 1.600 2.228 -0.550
H 0.818 0.984 -1.323
H -0.557 2.628 0.791
H -1.055 2.608 -0.936
H -3.320 1.916 -0.188
H -4.840 -0.281 -0.097
H -1.507 -2.678 0.256
H 0.526 -1.281 1.585
H 0.747 -2.476 -0.568
N -3.215 -1.551 -0.060
N 0.972 -1.524 -0.600


(4)
69
Properties=species:S:1:pos:R:3 method="wB97M-V/def2-TZVPD" lumo_ev="-5.2 / -5.0" e_homo_ev="-10.01 / -10.06" s2=6.3326 orbital_gap_ev="4.78 / 5.06" spin_multiplicity=5 energy_ha=-2826.95545 charge=+1
Mn -0.288 0.715 -1.381
C -0.974 -1.762 2.492
C 0.325 -2.144 2.039
C 0.549 -0.165 3.183
C -0.843 -0.493 3.117
C 1.271 -1.264 2.648
C -2.263 -2.454 2.196
H -2.141 -3.387 1.630
H -2.914 -1.777 1.590
H -2.839 -2.744 3.105
C -1.954 0.375 3.573
H -2.891 0.142 3.049
H -1.713 1.429 3.357
H -2.146 0.263 4.660
C 1.135 1.072 3.749
H 1.244 0.945 4.839
H 0.499 1.950 3.554
H 2.131 1.302 3.339
C 2.735 -1.505 2.756
H 2.949 -1.938 3.756
H 3.351 -0.589 2.685
H 3.100 -2.225 2.009
C 0.637 -3.176 1.030
H 0.804 -4.161 1.497
H 1.546 -2.908 0.469
H -0.190 -3.265 0.307
C -1.640 1.709 -2.136
C -1.988 0.223 -2.255
C -1.582 -0.563 -3.505
C -0.059 -0.574 -3.798
C 0.803 -0.147 -2.648
C 1.279 1.230 -2.365
C 0.699 2.430 -3.053
C -0.886 2.532 -3.141
H -2.087 -0.168 -4.403
H 0.171 -0.009 -4.705
H -1.934 -1.598 -3.372
H -1.245 2.399 -4.178
H -2.375 2.224 -1.486
H -3.093 0.143 -2.345
H -1.153 3.576 -2.884
H 0.993 3.368 -2.539
H 2.327 1.314 -2.048
H 1.142 2.475 -4.073
H 0.158 -1.613 -4.069
H 1.349 -0.988 -2.198
P -2.589 -0.898 -0.551
C -3.962 0.193 -0.049
C -3.486 -2.291 -1.330
P 3.831 1.060 1.084
C 2.314 0.550 0.241
C 4.723 0.178 -0.283
C 3.485 2.794 0.440
H -3.525 1.064 0.453
H -4.636 -0.325 0.641
H -4.526 0.510 -0.934
H -2.804 -2.670 -2.098
H -4.409 -1.921 -1.788
H -3.710 -3.100 -0.603
H 3.309 2.727 -0.644
H 4.315 3.478 0.658
H 2.567 3.168 0.921
H 1.632 1.330 -0.131
H 2.034 -0.459 -0.163
H 5.789 0.152 -0.014
H 4.546 0.731 -1.224
H 4.329 -0.851 -0.378
N -0.692 2.514 1.341
C -0.533 1.869 0.359


(5)
280
Properties=species:S:1:pos:R:3 method="wB97M-V/def2-TZVPD" lumo_ev=0.8 e_homo_ev=-2.26 orbital_gap_ev=3.01 spin_multiplicity=1 energy_ha=-6807.78406 charge=-1
C 4.326 -6.126 6.518
C 3.284 -5.279 5.764
C 3.435 -3.761 6.009
C 4.611 -3.134 5.175
N 4.306 -1.704 4.560
C 5.537 -1.246 3.691
C 4.930 -0.502 2.405
C 3.456 -0.695 2.517
C 3.178 -1.781 3.498
C 4.059 -0.614 5.699
C 5.132 -0.691 6.838
C 5.334 0.631 7.677
H 4.185 -6.553 7.511
H 5.359 -5.812 6.368
H 4.413 -7.030 5.914
H 2.251 -5.486 6.044
H 3.262 -5.587 4.719
H 3.471 -3.431 7.047
H 2.525 -3.255 5.688
H 4.640 -3.746 4.273
H 5.501 -3.139 5.804
H 6.263 -0.620 4.208
H 6.104 -2.107 3.335
H 5.009 0.525 2.763
H 5.456 -0.518 1.451
H 2.976 0.235 2.822
H 3.045 -1.004 1.556
H 2.221 -1.544 3.964
H 2.985 -2.743 3.024
H 3.103 -1.032 6.015
H 3.944 0.352 5.208
H 6.108 -1.088 6.562
H 4.760 -1.509 7.455
H 4.361 0.928 8.069
H 5.660 1.465 7.055
H 5.957 0.425 8.547
C -6.935 3.069 -5.806
C -6.047 4.331 -5.960
C -4.678 4.228 -6.613
C -4.088 5.696 -6.805
N -2.591 5.813 -7.094
C -2.237 7.299 -6.954
C -2.275 7.845 -8.351
C -2.358 6.692 -9.402
C -2.264 5.406 -8.603
C -1.726 4.972 -6.114
C -1.979 5.227 -4.594
C -1.015 4.382 -3.704
H -7.630 3.300 -4.999
H -6.478 2.085 -5.699
H -7.641 2.981 -6.632
H -5.947 4.783 -4.973
H -6.668 5.067 -6.470
H -4.618 3.691 -7.560
H -4.038 3.674 -5.927
H -4.149 6.167 -5.824
H -4.519 6.321 -7.588
H -1.222 7.461 -6.591
H -2.936 7.804 -6.288
H -1.357 8.361 -8.635
H -3.158 8.476 -8.453
H -1.534 6.775 -10.110
H -3.217 6.955 -10.020
H -1.226 5.082 -8.527
H -2.806 4.490 -8.844
H -0.704 5.207 -6.413
H -2.023 3.931 -6.241
H -3.001 5.073 -4.248
H -1.903 6.304 -4.443
H -0.012 4.796 -3.812
H -1.097 3.311 -3.888
H -1.151 4.492 -2.628
C -7.212 2.090 -1.628
C -7.813 0.718 -1.575
O -8.699 0.364 -2.286
N -7.240 -0.226 -0.510
H -6.714 -0.911 -1.034
H -6.581 0.300 0.046
C -8.344 -0.863 0.463
H -7.761 2.701 -2.344
H -6.148 2.073 -1.863
H -7.424 2.647 -0.715
H -8.670 -1.866 0.190
H -9.119 -0.157 0.761
H -7.722 -0.806 1.356
C 2.752 -5.440 1.243
C 2.236 -6.862 1.192
N 1.936 -7.547 -0.190
C 0.933 -8.784 -0.113
C 1.216 -6.427 -1.041
C -0.143 -5.858 -0.394
C 3.281 -7.934 -0.931
C 4.301 -8.830 -0.191
O 3.545 -9.959 0.251
C 4.436 -10.911 0.861
H 2.021 -4.633 1.196
H 3.446 -5.267 0.421
H 3.401 -5.237 2.095
H 1.298 -6.905 1.746
H 2.894 -7.643 1.573
H -0.112 -8.478 -0.086
H 1.082 -9.380 0.788
H 1.173 -9.460 -0.934
H 0.883 -6.986 -1.916
H 1.954 -5.665 -1.290
H -0.125 -5.726 0.688
H -0.981 -6.524 -0.601
H -0.380 -4.889 -0.832
H 3.819 -6.999 -1.086
H 2.977 -8.404 -1.866
H 4.876 -8.326 0.585
H 5.080 -9.213 -0.850
H 3.808 -11.684 1.304
H 4.955 -10.503 1.728
H 5.204 -11.319 0.204
C 3.008 2.945 -7.394
C 4.262 2.275 -6.897
N 4.542 2.460 -5.381
C 4.820 3.956 -4.997
C 3.308 2.051 -4.507
C 2.741 0.734 -4.661
C 5.675 1.462 -4.980
C 6.203 1.564 -3.484
O 5.432 0.710 -2.575
C 5.869 0.596 -1.233
H 2.109 2.871 -6.781
H 2.654 2.550 -8.346
H 3.146 4.012 -7.572
H 5.247 2.501 -7.305
H 4.107 1.210 -7.065
H 5.080 4.041 -3.942
H 3.900 4.537 -5.070
H 5.625 4.263 -5.664
H 2.515 2.797 -4.467
H 3.738 2.134 -3.509
H 3.477 -0.046 -4.468
H 2.388 0.447 -5.651
H 1.844 0.660 -4.045
H 6.543 1.776 -5.559
H 5.325 0.452 -5.195
H 6.504 2.594 -3.291
H 7.173 1.067 -3.493
H 4.991 0.211 -0.714
H 6.163 1.435 -0.602
H 6.728 -0.072 -1.172
C -4.511 -2.624 1.707
C -2.991 -2.658 1.885
N -2.405 -1.194 1.868
C -2.975 -0.202 2.957
C -0.909 -1.421 2.267
C -0.092 -2.166 1.328
C -2.694 -0.479 0.542
C -2.037 0.850 0.120
O -0.750 0.526 -0.297
C -0.094 1.545 -1.095
H -5.015 -2.088 2.511
H -4.877 -3.642 1.571
H -4.912 -2.043 0.877
H -2.627 -3.272 1.062
H -2.762 -3.102 2.853
H -2.466 0.745 2.779
H -2.747 -0.606 3.943
H -4.055 -0.178 2.806
H -1.009 -1.880 3.251
H -0.568 -0.387 2.317
H 0.932 -2.179 1.700
H 0.123 -1.704 0.364
H -0.471 -3.185 1.247
H -3.779 -0.378 0.561
H -2.434 -1.205 -0.228
H -1.959 1.643 0.864
H -2.750 1.240 -0.606
H 0.938 1.301 -1.348
H -0.182 2.538 -0.655
H -0.544 1.646 -2.082
C -2.293 1.136 -6.730
O -3.240 1.563 -5.690
O -2.560 1.766 -7.971
C -0.742 0.914 -6.211
F 0.031 0.323 -7.076
F -0.117 2.190 -6.103
F -0.440 0.168 -5.151
C -3.613 0.617 -4.671
C -4.291 1.338 -3.527
H -5.219 1.842 -3.800
H -4.508 0.675 -2.690
H -3.638 2.139 -3.179
H -2.859 -0.056 -4.263
H -4.235 -0.184 -5.070
H -2.686 0.129 -6.870
C -6.112 2.015 2.242
O -6.771 0.948 2.963
O -5.543 1.389 1.149
C -7.110 3.253 2.090
F -6.697 4.309 1.258
F -8.298 2.836 1.698
F -7.233 3.743 3.299
C -6.804 1.100 4.344
C -7.040 -0.407 4.839
H -7.052 -0.530 5.922
H -7.977 -0.775 4.420
H -6.130 -0.929 4.546
H -7.589 1.772 4.689
H -5.928 1.452 4.889
H -5.262 2.186 2.902
C 3.427 5.311 0.152
O 4.225 6.363 -0.449
O 2.184 5.912 0.547
C 3.323 4.070 -0.868
F 2.491 4.320 -1.886
F 4.511 3.762 -1.368
F 2.976 2.892 -0.218
C 5.712 6.295 -0.299
C 6.384 7.072 -1.417
H 7.418 6.863 -1.692
H 5.937 6.749 -2.357
H 6.207 8.147 -1.419
H 6.283 5.370 -0.383
H 6.038 6.774 0.624
H 3.992 5.004 1.033
C -0.061 0.447 6.033
O 1.137 0.999 6.676
O 0.284 0.598 4.688
C -0.456 -0.927 6.682
F -0.976 -1.730 5.785
F 0.619 -1.718 7.172
F -1.347 -0.867 7.675
C 0.970 2.194 7.557
C 2.305 2.847 7.664
H 2.213 3.850 8.082
H 2.821 2.269 8.430
H 2.839 2.953 6.720
H 0.635 1.937 8.562
H 0.228 2.888 7.164
H -0.933 1.059 6.263
C -0.866 5.834 5.853
O -1.701 5.115 5.012
O 0.407 5.739 5.156
C -1.365 7.285 6.213
F -0.951 7.526 7.479
F -0.924 8.286 5.469
F -2.661 7.485 6.242
C -2.587 4.237 5.669
C -3.106 3.557 4.389
H -3.830 2.796 4.680
H -3.614 4.281 3.751
H -2.291 3.062 3.862
H -3.302 4.538 6.435
H -2.012 3.441 6.141
H -0.761 5.288 6.791
C -1.936 -6.319 3.588
O -3.406 -5.788 3.489
O -1.647 -7.131 2.511
C -0.861 -5.221 4.101
F -1.461 -4.420 5.005
F 0.085 -5.954 4.750
F -0.193 -4.533 3.137
C -4.099 -5.815 4.769
C -5.396 -5.007 4.522
H -5.215 -3.934 4.461
H -5.921 -5.365 3.637
H -6.150 -5.035 5.309
H -3.561 -5.421 5.631
H -4.412 -6.807 5.096
H -2.051 -6.939 4.477
C 4.321 -4.661 -3.855
O 3.174 -3.909 -3.535
O 5.071 -5.070 -2.754
C 3.960 -5.772 -4.997
F 5.102 -6.152 -5.646
F 3.421 -6.860 -4.413
F 3.193 -5.359 -5.968
C 3.396 -2.493 -3.173
C 2.097 -1.864 -2.589
H 1.246 -2.014 -3.254
H 1.622 -2.291 -1.705
H 2.149 -0.776 -2.547
H 3.643 -1.922 -4.068
H 4.198 -2.418 -2.438
H 5.029 -4.122 -4.484


(6)
19
Properties=species:S:1:pos:R:3 method="wB97M-V/def2-TZVPD" lumo_ev=-4.9 e_homo_ev=-13.40 orbital_gap_ev=8.46 spin_multiplicity=1 energy_ha=-853.64953 charge=+1
C -0.555 0.351 0.144
C -1.970 0.161 0.485
C 1.405 -0.104 -1.157
C 1.777 1.071 -0.343
C 0.370 -1.767 0.502
N -2.592 1.323 0.904
N 0.186 -0.756 -0.508
O -1.823 2.277 1.111
O -3.797 1.430 1.008
S 0.226 1.842 0.300
H -2.282 -0.811 0.477
H 1.250 0.467 -2.082
H 2.211 -0.809 -1.298
H 2.410 0.815 0.495
H 2.255 1.902 -0.871
H 1.112 -2.363 0.137
H 0.612 -1.476 1.494
H -0.487 -2.352 0.500
H -0.310 -1.202 -1.298